# 1
C49H61BaN8O2P2SSe as an isolated structure. Source: the Open Molecules 2025 dataset; level of theory: ωB97M-V/def2-TZVPD.

For the total energy, the calculation gives -6000.3288 Eh. The energy above the lowest of the compared OMol25 structures with the same formula, charge and spin is 0.000 eV.

Structure (ORCA input):
```
! RIJCOSX wB97M-V def2-TZVPD def2/J DEFGRID3
* xyz -1 1
Ba 0.90 0.68 0.30
C 0.17 -6.54 2.40
C 1.38 -5.88 2.25
C 1.51 -4.55 2.63
C 0.43 -3.87 3.18
C -0.80 -4.53 3.31
C -0.92 -5.85 2.93
N 0.59 -2.50 3.44
C 0.24 -2.00 4.61
C -0.10 -2.81 5.76
C -0.54 -2.28 6.93
C -0.73 -0.89 7.10
C -0.39 -0.08 6.05
C 0.18 -0.58 4.85
N 0.44 0.43 3.96
N 1.20 0.34 2.95
C 2.37 -0.49 2.90
C 3.05 -0.96 4.02
C 4.30 -1.51 3.83
C 4.83 -1.59 2.55
C 4.07 -1.11 1.50
N 2.87 -0.57 1.67
H 0.07 -7.57 2.10
H 2.23 -6.40 1.82
H 2.44 -4.02 2.50
H -1.65 -3.99 3.71
H -1.87 -6.35 3.04
H 0.03 -3.88 5.68
H -0.75 -2.95 7.75
H -1.13 -0.49 8.02
H -0.50 1.00 6.09
H 2.63 -0.89 5.01
H 4.86 -1.87 4.68
H 5.81 -2.01 2.36
H 4.42 -1.13 0.47
C -0.80 0.83 -5.37
C -0.15 1.08 -4.01
C -0.43 2.50 -3.53
P -0.49 -0.12 -2.62
C -0.15 -1.78 -3.41
C 0.71 -2.61 -2.46
C -1.33 -2.59 -3.90
C -2.28 0.02 -2.25
C -3.23 -0.12 -3.26
C -4.58 0.03 -3.05
C -5.01 0.34 -1.77
C -4.11 0.48 -0.74
C -2.71 0.32 -0.92
N -1.82 0.53 0.09
C -2.32 0.68 1.40
C -3.05 -0.34 2.02
C -3.50 -0.21 3.32
C -3.22 0.95 4.03
C -2.48 1.95 3.44
C -2.01 1.84 2.14
P -0.87 3.07 1.38
C -0.76 4.43 2.63
C -2.00 5.29 2.85
C 0.47 5.31 2.36
C -1.81 3.70 -0.09
C -1.13 4.92 -0.71
C -3.31 3.93 0.07
H -0.32 1.45 -6.14
H -1.85 1.13 -5.35
H -0.74 -0.21 -5.69
H 0.94 0.96 -4.12
H -1.49 2.62 -3.31
H -0.16 3.22 -4.31
H 0.14 2.75 -2.63
H 0.48 -1.53 -4.28
H 0.14 -2.93 -1.59
H 1.58 -2.07 -2.10
H 1.07 -3.50 -2.98
H -2.07 -2.74 -3.11
H -0.99 -3.58 -4.22
H -1.84 -2.13 -4.74
H -2.89 -0.36 -4.26
H -5.29 -0.08 -3.87
H -6.06 0.48 -1.56
H -4.49 0.73 0.25
H -3.25 -1.24 1.45
H -4.05 -1.02 3.78
H -3.56 1.05 5.05
H -2.24 2.83 4.03
H -0.55 3.88 3.55
H -2.13 6.00 2.03
H -1.91 5.86 3.77
H -2.92 4.70 2.91
H 0.51 5.67 1.34
H 1.40 4.78 2.56
H 0.45 6.19 3.02
H -1.68 2.88 -0.80
H -1.29 5.82 -0.11
H -1.55 5.11 -1.70
H -0.05 4.80 -0.84
H -3.51 4.90 0.53
H -3.78 3.16 0.68
H -3.79 3.91 -0.90
O 0.08 -1.69 0.65
H 0.19 -1.98 1.59
H -0.81 -1.29 0.59
O 3.61 2.93 2.08
H 2.67 3.03 1.86
H 4.04 3.28 1.29
Se 3.54 5.17 -1.48
C 2.79 3.52 -1.17
N 2.32 2.48 -0.97
N 4.08 1.27 -3.17
C 3.97 -0.05 -3.45
S 4.67 -1.16 -2.43
N 3.31 -0.29 -4.62
C 2.80 -1.45 -5.23
C 2.98 -2.75 -4.78
C 2.38 -3.80 -5.46
C 1.59 -3.58 -6.58
C 1.42 -2.28 -7.03
C 2.01 -1.23 -6.37
H 4.42 1.51 -2.26
H 3.43 1.93 -3.56
H 3.04 0.55 -5.12
H 3.58 -2.93 -3.90
H 2.52 -4.80 -5.09
H 1.12 -4.41 -7.09
H 0.81 -2.08 -7.90
H 1.86 -0.21 -6.71
*
```


# 2
A 3-piece molecular cluster, C2H8O3 overall. Source: the Open Molecules 2025 dataset; level of theory: ωB97M-V/def2-TZVPD.

For the total energy, the calculation gives -306.6632 Eh. Its SMILES is CC=O.O.O. The energy above the lowest of the compared OMol25 structures with the same formula, charge and spin is 1.271 eV.

Structure (ORCA input):
```
! RIJCOSX wB97M-V def2-TZVPD def2/J DEFGRID3
* xyz 0 1
C 3.27 -3.30 2.57
C 2.63 -2.84 1.31
O 1.47 -2.87 1.12
H 2.53 -4.12 2.82
H 4.19 -3.67 2.18
H 3.27 -2.46 3.22
H 3.43 -2.30 0.52
O -1.40 4.59 -1.22
H -1.35 4.90 -0.31
H -1.45 5.35 -1.86
O -5.59 2.61 -3.69
H -6.17 2.02 -3.13
H -4.83 2.10 -3.53
*
```


# 3
One molecule with the formula C10H8BF4N2O5P. Source: the Open Molecules 2025 dataset; level of theory: ωB97M-V/def2-TZVPD.

For the total energy, the calculation gives -1637.4520 Eh. Its SMILES is NP(O)c1ccc(C(F)(F)C(F)F)c2c1C(=O)N(B(O)O)C2=O.

Structure (ORCA input):
```
! RIJCOSX wB97M-V def2-TZVPD def2/J DEFGRID3
* xyz 0 1
N 0.94 3.18 2.13
P 1.30 3.31 0.45
O 0.03 4.06 -0.27
C 1.25 1.55 -0.12
C 2.38 0.96 -0.62
C 2.38 -0.35 -1.03
C 1.22 -1.08 -0.94
C 1.24 -2.57 -1.36
F 2.35 -2.77 -2.10
F 0.14 -2.78 -2.10
C 1.24 -3.44 -0.08
F 1.61 -4.70 -0.32
F 2.09 -2.85 0.81
C 0.08 -0.51 -0.46
C 0.08 0.82 -0.06
C -1.32 1.19 0.40
O -1.70 2.19 0.95
N -2.09 0.09 -0.01
B -3.47 -0.05 0.55
O -4.48 0.74 0.11
O -3.76 -0.95 1.55
C -1.32 -1.07 -0.23
O -1.73 -2.20 -0.19
H 0.79 2.20 2.37
H 1.80 3.42 2.62
H 0.38 4.74 -0.85
H 3.28 1.57 -0.68
H 3.29 -0.81 -1.40
H 0.24 -3.36 0.36
H -4.18 1.25 -0.65
H -4.07 -1.78 1.18
*
```


# 4
C29H32Cl2F5N7O5Sc as an isolated structure. Source: the Open Molecules 2025 dataset; level of theory: ωB97M-V/def2-TZVPD.

For the total energy, the calculation gives -4064.0716 Eh. The energy above the lowest of the compared OMol25 structures with the same formula, charge and spin is 4.688 eV.

Structure (ORCA input):
```
! RIJCOSX wB97M-V def2-TZVPD def2/J DEFGRID3
* xyz 1 1
Sc -0.37 -0.19 -0.27
N 3.13 1.03 -0.10
C 4.14 -0.05 -0.08
C 4.74 -0.18 1.32
C 3.68 -0.54 2.37
N 2.85 0.69 2.62
C 2.83 -1.76 1.98
C 2.61 -2.10 0.48
N 1.19 -1.98 0.07
C 3.54 -1.38 -0.51
H 3.58 1.93 -0.24
H 2.53 1.02 1.68
H 2.48 0.91 -0.87
H 4.95 0.18 -0.78
H 5.26 0.74 1.61
H 5.49 -0.97 1.31
H 4.17 -0.76 3.31
H 3.44 1.41 3.03
H 2.01 0.55 3.24
H 1.87 -1.71 2.49
H 3.36 -2.61 2.42
H 2.86 -3.16 0.40
H 0.64 -2.62 0.65
H 1.12 -2.38 -0.86
H 3.02 -1.26 -1.46
H 4.38 -2.04 -0.72
N -2.15 -0.31 1.46
N -1.56 0.01 2.69
C -0.22 0.32 2.71
O 0.32 0.63 3.78
O 0.39 0.21 1.59
H -2.82 0.40 1.18
H -2.63 -1.20 1.51
H -2.13 0.17 3.50
Cl -6.74 -1.16 -4.01
C -5.37 -0.27 -4.61
C -5.08 -0.38 -5.96
C -4.05 0.36 -6.52
C -3.32 1.22 -5.72
C -3.61 1.30 -4.37
Cl -2.66 2.42 -3.41
C -4.62 0.55 -3.75
N -4.87 0.71 -2.40
C -5.28 -0.33 -1.50
C -6.34 -0.04 -0.65
C -6.78 -0.96 0.29
C -6.17 -2.20 0.36
C -5.11 -2.50 -0.48
C -4.65 -1.58 -1.41
C -3.42 -1.93 -2.23
C -2.23 -1.30 -1.56
O -1.27 -1.99 -1.10
O -2.19 -0.05 -1.40
H -5.69 -1.04 -6.56
H -3.84 0.27 -7.58
H -2.52 1.82 -6.13
H -4.17 1.31 -1.97
H -6.82 0.92 -0.75
H -7.61 -0.72 0.94
H -6.52 -2.94 1.07
H -4.64 -3.47 -0.43
H -3.47 -1.53 -3.24
H -3.28 -3.00 -2.28
F 1.41 -0.90 -6.25
C 1.37 -0.83 -4.91
C 0.95 -1.93 -4.06
F 1.63 -2.54 -3.08
C 0.09 -0.76 -3.97
F -1.20 -0.76 -4.35
C 0.70 0.33 -3.14
O 0.76 0.32 -1.81
C 1.12 1.43 -4.01
F 0.43 2.02 -4.99
C 1.99 0.28 -4.15
F 3.27 0.26 -3.73
C -1.33 4.62 -0.57
C -1.11 3.21 -0.31
N -0.95 2.09 -0.14
H -0.54 4.99 -1.23
H -1.31 5.18 0.36
H -2.29 4.75 -1.06
*
```


# 5
An isolated ion of composition C4H9NO2P and charge -1. Source: the Open Molecules 2025 dataset; level of theory: ωB97M-V/def2-TZVPD.

For the total energy, the calculation gives -704.3616 Eh. The energy above the lowest of the compared OMol25 structures with the same formula, charge and spin is 3.924 eV.

Structure (ORCA input):
```
! RIJCOSX wB97M-V def2-TZVPD def2/J DEFGRID3
* xyz -1 1
C -1.48 -2.73 -0.33
C -0.24 0.62 0.34
C -1.11 -0.34 -0.34
C 1.03 0.78 -0.37
N -0.70 -1.73 -0.37
O 3.47 -0.29 -0.96
O 2.72 -0.16 1.45
P 2.25 -0.67 -0.16
H -2.59 -2.44 -0.32
H -0.74 1.58 0.51
H 0.06 0.26 1.26
H -2.10 -0.42 0.17
H -1.10 0.10 -1.31
H 0.90 0.87 -1.39
H 1.43 1.72 -0.02
H 0.26 -1.58 -0.22
H 3.61 -0.14 1.51
*
```


# 6
A 10-piece molecular cluster, C19H41F6N7O8S2 overall. Source: the Open Molecules 2025 dataset; level of theory: ωB97M-V/def2-TZVPD.

For the total energy, the calculation gives -3128.8677 Eh.

Structure (ORCA input):
```
! RIJCOSX wB97M-V def2-TZVPD def2/J DEFGRID3
* xyz 0 1
N -2.05 4.28 -7.25
H -1.20 4.78 -7.04
H -2.94 4.75 -7.13
H -2.12 3.58 -6.53
H -2.04 3.75 -8.11
N -1.00 4.61 0.30
H -0.69 3.86 -0.30
H -1.45 4.16 1.08
H -1.65 5.26 -0.13
H -0.22 5.14 0.66
C 4.38 5.60 2.56
F 3.42 5.10 1.75
F 4.25 5.30 3.77
F 5.49 5.31 2.02
S 4.09 7.51 2.34
O 4.82 8.16 3.36
O 4.50 7.79 0.99
N 2.37 7.58 2.43
S 2.25 8.90 3.11
O 2.54 9.01 4.49
O 2.97 9.88 2.25
C 0.35 9.25 2.99
F 0.12 10.54 3.39
F -0.05 9.14 1.76
F -0.40 8.40 3.70
C 0.35 -2.12 -2.40
C -0.88 -1.45 -2.87
O -0.68 -0.07 -3.15
H 0.06 -3.12 -2.11
H 0.85 -1.49 -1.66
H 1.09 -2.23 -3.20
H -1.64 -1.55 -2.10
H -1.38 -2.01 -3.66
C -4.38 -0.78 5.07
O -3.69 0.27 5.01
N -4.94 -1.13 6.23
C -5.36 -2.48 6.45
C -4.96 -0.28 7.46
H -4.52 -1.51 4.26
H -5.42 -3.12 5.57
H -6.34 -2.49 6.93
H -4.64 -2.95 7.12
H -4.26 -0.73 8.17
H -4.74 0.74 7.14
H -6.00 -0.25 7.78
C 7.77 -7.99 -0.31
C 6.46 -8.50 -0.89
O 6.37 -9.72 -1.03
C 5.39 -7.51 -1.32
H 7.82 -8.31 0.73
H 7.92 -6.92 -0.47
H 8.63 -8.45 -0.80
H 5.88 -6.94 -2.10
H 5.15 -6.78 -0.55
H 4.53 -7.96 -1.82
C -10.20 -2.33 0.72
C -9.00 -2.58 -0.20
O -8.18 -3.45 -0.01
C -8.91 -1.60 -1.40
H -11.13 -2.50 0.18
H -10.22 -1.27 0.97
H -10.19 -3.12 1.47
H -8.04 -1.80 -2.03
H -8.86 -0.61 -0.96
H -9.81 -1.68 -2.00
C 6.46 2.17 -4.60
C 6.67 0.94 -3.82
N 6.83 0.00 -3.24
H 5.75 2.74 -4.01
H 5.93 1.95 -5.53
H 7.42 2.70 -4.62
C 2.70 -1.54 -9.23
C 3.37 -1.09 -10.53
N 3.87 -0.83 -11.49
H 1.77 -0.99 -9.09
H 3.28 -1.46 -8.31
H 2.48 -2.61 -9.25
C 1.23 -5.49 5.19
C 1.54 -6.43 6.22
N 1.73 -7.21 7.00
H 1.75 -4.53 5.15
H 0.15 -5.35 5.29
H 1.42 -5.90 4.20
*
```


# 7
C47H39AuN3PSi as an isolated structure. Source: the Open Molecules 2025 dataset; level of theory: ωB97M-V/def2-TZVPD.

For the total energy, the calculation gives -2744.7330 Eh. The energy above the lowest of the compared OMol25 structures with the same formula, charge and spin is 0.440 eV.

Structure (ORCA input):
```
! RIJCOSX wB97M-V def2-TZVPD def2/J DEFGRID3
* xyz 2 1
Au 0.57 0.35 -0.54
C 0.23 -2.69 4.63
C 0.46 -2.88 3.27
C 0.31 -1.81 2.40
C -0.05 -0.57 2.91
C -0.28 -0.36 4.26
C -0.14 -1.44 5.12
N -0.17 0.47 1.91
N -0.29 1.61 2.35
C -0.43 2.60 1.29
C -0.37 3.92 1.70
C -0.57 4.91 0.74
C -0.85 4.52 -0.56
C -0.89 3.17 -0.87
N -0.68 2.21 0.04
H 0.35 -3.52 5.31
H 0.75 -3.85 2.90
H 0.49 -1.92 1.34
H -0.56 0.62 4.64
H -0.31 -1.31 6.18
H -0.17 4.14 2.73
H -0.52 5.95 1.02
H -1.03 5.25 -1.34
H -1.10 2.84 -1.88
C 5.44 3.28 -1.19
C 4.12 3.38 -1.60
C 3.28 2.28 -1.50
C 3.76 1.08 -0.98
C 5.09 0.99 -0.57
C 5.93 2.08 -0.68
P 2.69 -0.37 -0.94
C 3.22 -1.37 0.48
C 3.49 -0.75 1.70
C 3.79 -1.51 2.81
C 3.81 -2.89 2.73
C 3.52 -3.52 1.52
C 3.22 -2.76 0.40
C 3.03 -1.33 -2.42
C 2.07 -1.48 -3.40
C 2.36 -2.17 -4.57
C 3.62 -2.72 -4.75
C 4.59 -2.58 -3.77
C 4.30 -1.89 -2.60
H 6.10 4.13 -1.28
H 3.75 4.31 -2.02
H 2.25 2.36 -1.83
H 5.47 0.06 -0.17
H 6.96 2.00 -0.36
H 3.48 0.33 1.78
H 4.01 -1.02 3.75
H 4.05 -3.49 3.60
H 3.54 -4.60 1.45
H 3.01 -3.25 -0.54
H 1.08 -1.05 -3.26
H 1.61 -2.29 -5.34
H 3.85 -3.26 -5.66
H 5.58 -3.00 -3.91
H 5.07 -1.78 -1.84
C -6.21 3.33 1.41
C -6.67 2.42 0.47
C -5.80 1.46 -0.04
C -4.47 1.42 0.39
C -4.02 2.34 1.35
C -4.90 3.29 1.85
Si -3.49 0.08 -0.35
C -2.86 0.26 -2.03
C -3.26 1.37 -2.81
C -2.80 1.51 -4.11
C -1.92 0.57 -4.63
C -1.51 -0.52 -3.88
C -1.97 -0.68 -2.59
C -3.33 -1.51 0.49
C -3.17 -1.55 1.88
C -3.13 -2.77 2.54
C -3.30 -3.94 1.82
C -3.49 -3.92 0.45
C -3.49 -2.71 -0.23
H -6.89 4.07 1.81
H -7.70 2.44 0.14
H -6.18 0.75 -0.77
H -3.00 2.32 1.71
H -4.56 4.00 2.59
H -3.93 2.10 -2.39
H -3.11 2.35 -4.71
H -1.57 0.68 -5.65
H -0.83 -1.25 -4.31
H -1.65 -1.53 -2.00
H -3.08 -0.63 2.46
H -2.99 -2.80 3.61
H -3.29 -4.89 2.34
H -3.64 -4.84 -0.10
H -3.64 -2.70 -1.30
*
```


# 8
C11H23NiO3S3 as an isolated structure. Source: the Open Molecules 2025 dataset; level of theory: ωB97M-V/def2-TZVPD.

For the total energy, the calculation gives -3361.3425 Eh. The energy above the lowest of the compared OMol25 structures with the same formula, charge and spin is 0.122 eV. The expectation value of S² is 2.007.

Structure (ORCA input):
```
! RIJCOSX wB97M-V def2-TZVPD def2/J DEFGRID3
* xyz 1 3
Ni -0.31 -0.15 -0.14
C 2.68 -0.22 1.57
C 1.73 -0.64 2.68
S -0.01 -0.20 2.34
C -0.83 -1.77 2.77
C -0.47 -2.96 1.89
S -0.66 -2.59 0.10
C 0.94 -3.16 -0.58
C 2.19 -2.51 -0.01
S 2.19 -0.69 -0.12
H 3.68 -0.63 1.75
H 2.77 0.86 1.52
H 2.01 -0.13 3.60
H 1.78 -1.72 2.86
H -1.90 -1.54 2.69
H -0.61 -1.99 3.81
H -1.14 -3.78 2.11
H 0.55 -3.30 2.06
H 0.85 -2.94 -1.64
H 0.98 -4.24 -0.44
H 3.04 -2.85 -0.60
H 2.37 -2.80 1.02
C -3.74 1.84 0.01
C -2.59 1.64 0.97
O -1.30 1.73 0.35
C -0.91 3.06 -0.04
C 0.33 2.99 -0.91
H -4.68 1.57 0.50
H -3.61 1.20 -0.86
H -3.83 2.88 -0.32
H -2.64 0.63 1.39
H -2.62 2.36 1.79
H -0.72 3.63 0.88
H -1.73 3.53 -0.57
H 1.03 2.26 -0.49
H 0.82 3.96 -0.95
H 0.08 2.67 -1.92
O -1.92 -0.38 -1.53
C -1.08 -0.24 -2.45
O 0.15 -0.11 -2.18
H -1.41 -0.23 -3.50
*
```


# 9
A 2-piece molecular cluster, C2H5N3O overall. Source: the Open Molecules 2025 dataset; level of theory: ωB97M-V/def2-TZVPD.

For the total energy, the calculation gives -318.4803 Eh. The energy above the lowest of the compared OMol25 structures with the same formula, charge and spin is 7.351 eV.

Structure (ORCA input):
```
! RIJCOSX wB97M-V def2-TZVPD def2/J DEFGRID3
* xyz 0 1
C -0.01 0.14 -1.52
C -0.51 -0.05 -0.27
N -1.46 0.14 0.48
N -2.21 0.28 1.36
N 2.68 -1.06 1.41
O 1.54 -0.13 1.36
H 1.03 -0.11 -1.78
H -0.63 0.37 -2.38
H 0.74 -0.13 0.84
H 3.48 -0.45 1.56
H 2.34 -1.45 2.39
*
```


Repeat the ninth record exactly.
A 2-piece molecular cluster, C2H5N3O overall. Source: the Open Molecules 2025 dataset; level of theory: ωB97M-V/def2-TZVPD.

For the total energy, the calculation gives -318.4803 Eh. The energy above the lowest of the compared OMol25 structures with the same formula, charge and spin is 7.351 eV.

Structure (ORCA input):
```
! RIJCOSX wB97M-V def2-TZVPD def2/J DEFGRID3
* xyz 0 1
C -0.01 0.14 -1.52
C -0.51 -0.05 -0.27
N -1.46 0.14 0.48
N -2.21 0.28 1.36
N 2.68 -1.06 1.41
O 1.54 -0.13 1.36
H 1.03 -0.11 -1.78
H -0.63 0.37 -2.38
H 0.74 -0.13 0.84
H 3.48 -0.45 1.56
H 2.34 -1.45 2.39
*
```